H5N2P | ωB97M-V/def2-TZVPD

Values from the calculation:
2S+1	1
E_HOMO	-0.2881	Ha
energy above the lowest of the compared OMol25 structures with the same formula, charge and spin	62.9	kcal per mole
charge	0
F_max	2.967	eV/Å

CARTESIAN COORDINATES (ANGSTROEM)
N  0.53685  -0.30146  0.89920
N  -0.66505  -0.01962  0.23264
P  -0.60390  -1.02013  -1.18399
H  1.14070  0.28152  0.31722
H  0.58453  -0.00297  1.86281
H  -1.61794  -0.07474  0.59753
H  0.76824  -0.29536  -1.96132
H  -1.72341  -0.37546  -1.79018

Listed below, in e, are the natural (NBO) charges computed for each atom: -0.68, -0.79, 0.51, 0.36, 0.36, 0.39, -0.08, -0.06

=====

C2H2S3 | ωB97M-V/def2-TZVPD

Values from the calculation:
2S+1	1
E_HOMO (spin up / spin down)	-0.3550 / -0.3550	Ha
energy above the lowest of the compared OMol25 structures with the same formula, charge and spin	45.4	kcal per mole
charge	0
F_max	1.080	eV/Å

CARTESIAN COORDINATES (ANGSTROEM)
C  -0.14589  -0.23524  1.51577
C  -0.55751  -1.10816  0.81182
S  1.09393  2.27483  -0.84836
S  0.49113  -0.65632  -2.14988
S  -0.18268  1.08502  -1.67131
H  0.23855  0.48897  2.17155
H  -0.93753  -1.84910  0.17041

Listed below, in e, are the natural (NBO) charges computed for each atom: -0.24, -0.25, -0.20, -0.19, 0.40, 0.23, 0.24

=====

CH5N3O2 | ωB97M-V/def2-TZVPD

Values from the calculation:
2S+1	1
E_HOMO (spin up / spin down)	-0.3284 / -0.3183	Ha
energy above the lowest of the compared OMol25 structures with the same formula, charge and spin	122.2	kcal per mole
charge	0
F_max	3.513	eV/Å

CARTESIAN COORDINATES (ANGSTROEM)
C  1.41873  0.09641  0.39663
N  0.40870  -0.30155  -0.62187
N  -1.51605  0.76366  -0.16204
N  -0.96548  -0.43649  -0.19788
O  -2.66112  1.02439  0.26097
O  -1.35985  -1.49806  0.30328
H  2.29921  -0.09348  -0.11001
H  1.43873  1.02420  0.88042
H  1.29876  -0.71082  1.11284
H  0.78290  -1.20208  -0.87841
H  -1.14453  1.33381  -0.98393

Atomic partial charges in e from the natural (NBO) method, atoms 1 to 8: -0.42, -0.49, 0.06, 0.35, -0.44, -0.42, 0.21, 0.21